155
Properties=species:S:1:pos:R:3:forces:R:3:lowdin_charge:R:1 method="wB97M-V/def2-TZVPD" homo_ev=-9.0 e_tot_ha=-2717.0249 homo_lumo_gap_ha=0.334 mol_weight_g_mol=816.22 charge=0 relative_energy_ev=7.238 spin_multiplicity=1
C -2.80246 5.00355 -3.55178 0.2 0.3 -0.6 -0.16
O -2.77823 6.10547 -4.44799 -0.3 0.4 0.0 -0.13
H -1.78119 4.77438 -3.24749 -0.1 -0.2 0.4 0.07
H -3.42638 5.29952 -2.70844 0.2 -0.1 0.0 0.08
H -3.23811 4.13266 -4.04153 -0.1 -0.2 0.1 0.07
H -2.10477 5.98738 -5.12186 0.1 -0.2 0.0 0.07
C 5.30989 -6.22581 0.64644 -0.5 -1.0 -1.7 -0.19
O 5.40387 -4.87619 0.31665 0.6 1.5 1.0 -0.12
H 4.80384 -6.58171 -0.25098 -0.2 -1.3 0.2 0.07
H 6.29067 -6.70115 0.66123 0.1 0.3 0.2 0.08
H 4.73199 -6.52147 1.52206 0.1 0.4 0.3 0.08
H 4.56717 -4.45357 0.52378 0.0 0.2 0.0 0.07
C 7.29198 -1.54983 -3.29497 -0.7 1.1 2.0 -0.15
O 7.16614 -0.17859 -3.75896 0.4 -1.2 -0.8 -0.13
H 7.33252 -1.49685 -2.20702 0.3 -0.1 0.3 0.07
H 6.37850 -2.13300 -3.41160 0.0 0.0 -0.9 0.07
H 8.19017 -2.11008 -3.55473 -0.1 0.5 -0.8 0.07
H 6.94028 0.41106 -3.03584 0.0 -0.3 0.1 0.06
C 0.39722 0.63461 -8.45887 0.3 -0.9 -1.1 -0.18
O -0.69522 1.22379 -7.80182 0.1 0.3 0.4 -0.11
H 1.19381 0.29933 -7.79469 -0.3 0.4 0.4 0.08
H 0.10121 -0.25935 -9.00777 -0.2 -0.3 0.1 0.07
H 0.83817 1.24705 -9.24536 0.1 0.6 0.2 0.07
H -1.40670 1.32684 -8.43804 0.0 0.0 0.0 0.08
C 5.95484 1.12080 4.23078 0.3 0.5 -0.7 -0.15
O 6.11172 2.12588 3.21260 -0.4 -0.2 0.0 -0.14
H 6.90180 1.08368 4.76929 -0.2 -0.3 0.4 0.07
H 5.10723 1.31263 4.88868 0.1 0.1 0.1 0.07
H 5.76995 0.17660 3.71853 0.1 0.0 0.1 0.08
H 5.77542 2.96839 3.52674 0.0 -0.1 0.1 0.06
C 1.62622 5.61255 -8.28074 0.8 -0.6 0.4 -0.16
O 0.51888 5.26160 -7.45066 -0.2 0.8 -0.5 -0.12
H 2.41292 4.90956 -8.00686 0.5 0.2 -0.3 0.07
H 1.50086 5.58108 -9.36305 -0.7 -0.4 -0.1 0.07
H 2.00325 6.61958 -8.10233 -0.4 0.0 0.6 0.08
H 0.35189 4.32109 -7.54646 0.0 -0.1 -0.1 0.06
C -0.73026 6.60382 2.21809 0.5 -0.2 -0.1 -0.06
C -0.70514 7.71603 3.24940 0.5 0.9 -1.0 -0.47
C -2.01637 7.98304 3.94986 -1.4 -0.4 -0.4 -0.19
O -3.17468 8.24311 3.08812 0.6 -0.1 1.1 -0.18
C -4.29923 8.69611 3.86389 1.1 0.9 -0.1 -0.11
N 0.34443 7.49979 4.21369 0.2 -0.9 0.8 0.03
H 0.27276 6.34303 1.88037 0.3 0.6 -0.1 0.07
H -1.29491 6.91980 1.34092 -0.3 -0.4 0.2 0.08
H -1.02511 5.63776 2.62782 -0.8 0.1 0.1 0.08
H -0.34079 8.61640 2.75475 -0.5 0.3 -0.4 0.14
H -1.83476 8.76017 4.69230 -0.3 0.5 -0.1 0.12
H -2.26030 7.09021 4.52558 -0.1 -0.3 0.2 0.12
H -3.99917 9.62337 4.35198 0.0 0.4 0.1 0.08
H -4.60703 8.06766 4.69960 0.0 -0.7 -0.3 0.08
H -5.12819 8.96214 3.20803 0.1 -0.5 -0.1 0.09
H 0.42634 8.25259 4.88204 0.0 0.4 -0.1 0.07
H 0.06967 6.70633 4.77496 0.2 -0.4 0.3 0.07
C 1.11535 0.00832 1.28447 -0.5 0.4 0.2 -0.05
C 1.37004 -1.07666 0.23829 -0.2 -0.3 1.7 -0.45
C 2.38872 -0.62759 -0.73847 0.2 -0.6 -0.7 -0.26
O 1.93639 0.53547 -1.33184 -0.3 1.4 -1.8 -0.21
C 0.88283 0.47575 -2.34704 0.8 0.6 1.6 -0.06
N 1.83394 -2.29685 0.93192 -0.2 0.4 -0.5 0.05
H 0.39244 -0.28696 2.04493 -0.2 -0.5 -0.1 0.07
H 0.66706 0.89567 0.83753 0.3 0.1 -0.1 0.08
H 1.98407 0.31750 1.86570 0.4 -0.1 -0.4 0.08
H 0.43221 -1.22153 -0.29798 -0.2 -0.3 0.0 0.13
H 2.59789 -1.37178 -1.50692 -0.1 -0.5 -0.1 0.12
H 3.34688 -0.47018 -0.24322 0.0 0.4 0.1 0.13
H -0.06549 0.28998 -1.84278 -0.2 -0.1 -0.2 0.07
H 1.01562 -0.23011 -3.16694 0.4 -0.2 0.2 0.08
H 0.88567 1.49799 -2.72532 -0.2 -0.2 -0.2 0.09
H 1.45226 -3.09702 0.44803 0.0 -0.3 0.2 0.06
H 1.46241 -2.27153 1.87076 -0.1 -0.4 0.1 0.06
C 6.55230 5.68656 -1.50258 -0.6 0.2 -0.4 -0.06
C 5.15716 4.97978 -1.68417 2.4 1.2 -0.6 -0.42
C 4.60270 5.24332 -3.12247 -0.2 -0.8 0.6 -0.22
O 4.32840 6.58275 -3.38181 -0.3 1.1 0.2 -0.20
C 3.08069 7.07920 -2.86733 0.6 -0.9 -0.6 -0.08
N 5.44599 3.59138 -1.47096 -1.0 -1.2 -0.5 0.02
H 6.73116 5.86613 -0.44246 0.0 0.4 0.0 0.07
H 6.61237 6.58984 -2.10967 -0.2 0.4 0.5 0.07
H 7.40894 5.10593 -1.84484 -0.4 -0.6 -0.2 0.07
H 4.51401 5.37059 -0.89568 -0.5 0.3 -0.3 0.12
H 3.71529 4.64708 -3.33480 -0.5 -0.3 0.4 0.11
H 5.26872 4.89340 -3.91119 0.6 0.1 0.4 0.13
H 3.01785 8.12502 -3.16800 0.0 -0.1 0.4 0.09
H 2.98268 6.89793 -1.79698 0.1 0.4 0.2 0.08
H 2.26883 6.52681 -3.34048 -0.2 0.0 -0.2 0.08
H 5.85852 3.41197 -0.56668 0.2 0.2 0.1 0.07
H 4.55170 3.12227 -1.45406 -0.1 -0.6 0.0 0.07
C 1.98200 -6.52360 5.69608 -1.0 0.3 -0.3 -0.06
C 0.49747 -5.90524 5.62150 1.3 -1.0 1.0 -0.37
C -0.51362 -6.88021 6.35665 0.7 0.8 -1.4 -0.20
O -0.64887 -8.10670 5.63757 1.1 1.5 0.1 -0.19
C -1.32131 -9.03991 6.39955 -0.3 -0.8 -0.2 -0.14
N 0.48123 -4.53256 6.14998 0.3 -0.7 -0.1 0.03
H 1.89891 -7.56365 5.38066 0.1 0.1 -0.3 0.06
H 2.54244 -6.57077 6.62977 -0.8 0.3 0.7 0.06
H 2.68781 -5.97211 5.07497 -0.4 0.0 -0.5 0.06
H 0.29000 -5.85569 4.55257 -0.4 -0.1 0.0 0.12
H -1.49369 -6.41054 6.44016 -0.2 0.3 -0.1 0.11
H -0.16074 -7.04305 7.37500 0.2 -0.2 0.2 0.11
H -0.95391 -9.04626 7.42574 -0.1 -0.1 0.2 0.09
H -1.12992 -10.00650 5.93353 -0.2 -0.1 0.2 0.09
H -2.39003 -8.82699 6.37521 -0.3 -0.1 0.3 0.09
H -0.44977 -4.14624 6.21401 -0.2 0.0 0.0 0.06
H 0.89285 -4.54233 7.07225 0.0 0.2 0.2 0.06
C -3.41729 -2.88221 2.32005 1.9 0.1 -0.1 -0.08
C -4.25634 -3.17945 3.54606 -0.7 0.4 -1.5 -0.43
C -4.26367 -1.94499 4.45224 1.0 -1.1 1.5 -0.13
O -2.92053 -1.89732 5.15922 -2.4 -1.7 -2.7 -0.19
C -2.60465 -0.71216 5.75870 -0.3 0.9 0.7 -0.16
N -5.62163 -3.48046 3.09764 -0.3 0.1 1.3 0.03
H -2.37690 -2.99257 2.62587 0.3 0.2 -0.2 0.07
H -3.51729 -1.87476 1.91612 -0.3 0.2 0.4 0.08
H -3.50614 -3.50494 1.42987 -0.5 -0.6 0.3 0.07
H -3.89924 -4.07919 4.04710 0.3 0.3 0.3 0.14
H -5.09379 -2.02642 5.15393 0.3 -0.4 0.7 0.12
H -4.59595 -1.05645 3.91540 1.1 0.4 -0.5 0.12
H -2.98019 0.11605 5.15773 0.1 0.4 0.2 0.08
H -1.52589 -0.62579 5.88882 0.0 -0.1 -0.2 0.09
H -3.06105 -0.71889 6.74852 -0.1 0.6 0.3 0.08
H -5.59696 -4.12414 2.31970 -0.2 0.3 -0.1 0.07
H -6.09460 -2.61648 2.87420 -0.2 -0.1 -0.5 0.06
C -6.14464 1.66185 0.01030 -0.7 0.8 -0.5 -0.06
C -7.29368 0.73911 -0.41907 1.1 1.1 -0.2 -0.46
C -6.89687 -0.11758 -1.63724 0.7 0.4 -0.2 -0.18
O -6.34702 0.74104 -2.68593 -0.3 -1.4 0.2 -0.19
C -5.57346 0.04970 -3.68938 0.1 0.3 0.7 -0.10
N -7.54587 -0.10318 0.70310 -1.1 -2.1 0.5 0.01
H -6.42244 2.24915 0.88552 -0.2 -0.3 0.3 0.07
H -5.98908 2.43802 -0.73902 0.5 -0.3 -0.2 0.07
H -5.24452 1.09880 0.25698 0.0 0.0 -0.3 0.08
H -8.19787 1.28531 -0.68773 0.1 0.6 -0.2 0.13
H -7.72882 -0.73433 -1.97718 -0.4 0.3 -0.4 0.12
H -6.18621 -0.86668 -1.28806 0.6 0.1 0.0 0.11
H -5.14334 0.79148 -4.36233 -0.3 0.2 0.1 0.08
H -6.09669 -0.69171 -4.29322 -0.6 0.1 0.1 0.08
H -4.72720 -0.47724 -3.24861 0.1 -0.1 0.3 0.08
H -8.40147 -0.59530 0.48891 -0.1 -0.7 0.0 0.07
H -7.80257 0.31364 1.58654 0.5 0.9 -0.1 0.08
C 0.27560 -7.95207 -2.93829 0.0 -0.4 0.2 -0.07
C 0.48241 -6.49673 -2.44439 -0.8 -0.2 0.1 -0.38
C -0.52461 -5.50792 -3.13341 0.8 -1.1 -0.6 -0.18
O -0.20861 -5.41964 -4.53957 0.2 -0.1 1.1 -0.19
C -0.94776 -4.44864 -5.21122 -0.3 0.2 -0.9 -0.14
N 0.36193 -6.34468 -0.95382 0.2 0.2 -1.1 0.03
H 0.32982 -8.12657 -4.01286 -0.1 0.6 -0.2 0.07
H -0.66142 -8.38779 -2.59153 -0.4 0.3 0.0 0.07
H 1.00323 -8.66847 -2.55692 0.4 0.4 0.4 0.07
H 1.49876 -6.21253 -2.71709 0.0 0.3 0.0 0.13
H -0.51020 -4.53272 -2.64672 0.1 0.1 0.0 0.11
H -1.52385 -5.94052 -3.08366 -0.3 0.1 0.4 0.12
H -0.68138 -3.42311 -4.95540 0.2 0.1 0.2 0.08
H -2.03043 -4.53451 -5.11879 -0.3 -0.3 0.5 0.08
H -0.78398 -4.58562 -6.28011 0.3 0.0 0.0 0.09
H -0.51997 -6.69101 -0.60393 -0.3 -0.1 -0.2 0.06
H 1.07128 -6.90028 -0.49750 0.2 -0.1 0.0 0.06


10
Properties=species:S:1:pos:R:3:forces:R:3:lowdin_charge:R:1 method="wB97M-V/def2-TZVPD" homo_ev=-9.4 e_tot_ha=-3723.3863 homo_lumo_gap_ha=0.363 mol_weight_g_mol=223.88 charge=0 relative_energy_ev=0.000 spin_multiplicity=1 smiles=C#CC#CCl.ClC#CBr
C 1.72799 -0.49759 -0.26942 -1.7 1.9 -2.3 0.13
C 1.16346 0.22762 -1.06903 0.9 0.0 0.8 -0.14
C 0.64059 1.25370 -1.83900 -0.8 0.3 -1.1 -0.11
C 0.07989 2.06828 -2.55158 1.1 -1.2 1.4 -0.61
Cl -0.60056 3.29852 -3.35606 -0.2 0.3 -0.3 0.74
H 1.84862 -1.00763 0.60741 0.7 -1.3 1.5 0.01
Cl -2.34309 -1.01078 -4.70122 -0.1 0.6 0.3 0.68
C -2.90020 0.26430 -3.79699 -1.2 1.7 2.5 -0.70
C -3.33922 1.06286 -2.95846 1.1 -2.2 -2.8 -0.75
Br -4.15662 2.33260 -1.98187 0.2 -0.1 0.0 0.75


60
Properties=species:S:1:pos:R:3:forces:R:3:mulliken_spin:R:1 method="wB97M-V/def2-TZVPD" homo_ev="-8.5 / -8.5" e_tot_ha=-8200.7387 homo_lumo_gap_ha="0.280 / 0.290" mol_weight_g_mol=731.28 charge=0 relative_energy_ev=0.033 spin_multiplicity=2 s_squared=0.762
V 0.07869 1.11769 -0.09657 0.2 -0.1 -0.2 1.10
O 2.04353 -2.55769 3.24592 0.0 0.0 0.0 0.00
C 0.83597 -3.03510 2.90877 0.0 0.0 0.0 0.00
C 0.55091 -4.35943 3.24732 0.0 0.0 0.0 0.00
C -0.66992 -4.91542 2.92887 0.0 0.0 0.0 0.00
C -1.64168 -4.16996 2.26112 0.0 0.0 0.0 0.00
C -1.36263 -2.86481 1.91694 0.0 0.0 0.0 0.00
C -0.13318 -2.27693 2.23030 0.0 0.0 0.0 0.00
C 0.13032 -0.90219 1.78963 0.0 0.0 0.0 0.01
O -0.74609 -0.30102 1.03490 0.0 0.1 0.0 -0.03
N 1.25113 -0.31427 2.12068 0.0 0.0 0.0 -0.01
N 1.26196 0.93616 1.52500 0.0 0.0 0.0 -0.03
C 1.92144 1.89965 2.05745 0.0 0.0 0.0 0.00
C 1.72202 3.26211 1.64226 0.0 0.0 0.0 0.00
C 2.63468 4.24923 2.04987 0.0 0.0 0.0 0.00
C 2.41837 5.57183 1.75654 0.0 0.0 0.0 0.00
C 1.25531 5.93880 1.06950 0.0 0.0 0.0 0.00
C 0.32908 4.99761 0.68592 0.0 0.0 0.0 0.00
C 0.54863 3.64389 0.95466 0.0 0.0 0.0 0.00
O -0.37807 2.76434 0.56029 0.0 0.0 0.1 0.00
H 2.10245 -1.62321 2.94879 0.0 0.0 0.0 0.00
H 1.31300 -4.92648 3.76477 0.0 0.0 0.0 0.00
H -0.87227 -5.94281 3.20415 0.0 0.0 0.0 0.00
H -2.60036 -4.60785 2.01930 0.0 0.0 0.0 0.00
H -2.09516 -2.26205 1.39642 0.0 0.0 0.0 0.00
H 2.58593 1.67532 2.88902 0.0 0.0 0.0 0.00
H 3.52233 3.94460 2.59138 0.0 0.0 0.0 0.00
H 3.13746 6.32295 2.05189 0.0 0.0 0.0 0.00
H 1.08336 6.97927 0.82607 0.0 0.0 0.0 0.00
H -0.55875 5.26566 0.13192 0.0 0.0 0.0 0.00
C -1.06520 -4.03129 -2.13464 0.0 0.0 0.0 0.00
C 0.08165 -3.10186 -1.86529 0.0 0.0 0.0 0.00
C 1.39867 -3.44273 -2.16282 0.0 0.0 0.0 0.00
C 2.41867 -2.56132 -1.87873 0.0 0.0 0.0 0.00
C 2.09799 -1.34162 -1.29430 0.0 0.0 0.0 0.00
Br 3.51539 -0.17259 -0.87768 0.0 0.0 0.0 0.00
N 0.85683 -0.99025 -1.00351 -0.1 0.1 0.1 -0.01
C -0.12176 -1.86360 -1.28875 0.0 0.0 0.0 0.01
H -0.92364 -4.97990 -1.61520 0.0 0.0 0.0 0.00
H -1.15483 -4.24476 -3.20076 0.0 0.0 0.0 0.00
H -2.00590 -3.59988 -1.79445 0.0 0.0 0.0 0.00
H 1.62465 -4.40326 -2.61072 0.0 0.0 0.0 0.00
H 3.45096 -2.79737 -2.08845 0.0 0.0 0.0 0.00
H -1.11907 -1.55022 -1.00946 0.0 0.0 0.0 -0.01
O 0.30496 3.81440 -2.29182 0.0 0.0 0.0 0.00
S 1.35924 2.87784 -2.57803 0.0 0.0 0.0 0.00
O 2.69519 3.25850 -2.24300 0.0 0.0 0.0 0.00
O 1.17143 2.06898 -3.75455 0.0 0.0 0.0 0.00
O 1.04635 1.65983 -1.35940 -0.2 0.0 0.1 -0.06
Br -5.71706 0.67271 -0.13036 0.0 0.0 0.0 0.00
C -4.13691 0.91675 -1.12598 0.0 0.0 0.0 0.00
C -4.18256 1.12667 -2.49511 0.0 0.0 0.0 0.01
C -2.98842 1.29243 -3.17200 0.0 0.0 0.0 0.00
C -1.79559 1.24595 -2.47165 0.0 0.0 0.0 0.02
N -1.77132 1.03942 -1.14812 0.0 0.0 -0.1 -0.02
C -2.91893 0.88150 -0.47934 0.0 0.0 0.0 0.03
H -5.13169 1.15907 -3.01233 0.0 0.0 0.0 0.00
H -2.96814 1.46430 -4.23840 0.0 0.0 0.0 0.00
H -0.84476 1.37544 -2.97466 0.0 0.0 0.0 0.00
H -2.84466 0.71695 0.58645 0.0 0.0 0.0 0.00